No. 1
{"formula": "C4H8ClN2P", "method": "wB97M-V/def2-TZVPD", "gap_ev": [7.65, 7.65], "homo_energy_ev": [-7.6, -7.6], "lumo_energy_ev": [0.0, 0.0], "smiles": "CC1=NN=[P@@](C)(Cl)C1", "e_tot_ha": -1068.16567, "de_lowest_ev": 2.238, "elements": ["H", "Cl", "C", "H", "C", "H", "H", "N", "H", "N", "H", "P", "C", "H", "C", "H"], "xyz": [[1.868227, -1.175046, 2.226034], [-1.288434, -1.228472, 2.194325], [-0.953212, 0.208522, -2.657601], [0.098365, -1.545275, -0.169824], [1.633161, -0.178660, 2.315765], [0.004825, 0.502564, -3.034581], [2.175260, 0.690689, 2.037487], [-1.257961, 1.389310, -0.462026], [1.408613, -0.063366, 3.338321], [-1.174665, 1.570529, 0.776336], [1.256658, -0.375288, -0.491646], [-0.132944, 0.203582, 1.377898], [-0.890650, 0.307399, -1.139984], [-1.724248, 0.989576, -3.087821], [0.159079, -0.460942, -0.292312], [-1.182073, -0.835121, -2.930373]], "forces_ev_per_angstrom": [[1.07, -2.01, -1.19], [-0.52, -0.34, 0.63], [-1.83, 1.22, 0.65], [-0.58, -0.05, -0.36], [-3.91, 2.75, -0.36], [0.68, -0.05, -0.55], [1.31, -0.01, -0.63], [-1.04, -2.33, -3.59], [-0.42, 0.36, 1.42], [1.31, 0.65, 3.19], [-0.76, 0.72, -0.45], [1.56, -0.72, -0.67], [1.50, 1.46, 0.88], [1.33, -1.81, 0.92], [0.32, -0.42, 0.33], [-0.02, 0.58, -0.23]]}



No. 2
{"formula": "C4H8ClO2Y", "method": "wB97M-V/def2-TZVPD", "charge": 2, "gap_ev": 3.49, "homo_energy_ev": -15.5, "lumo_energy_ev": -12.1, "e_tot_ha": -805.44196, "de_lowest_ev": 4.622, "elements": ["H", "H", "H", "H", "H", "H", "O", "Y", "H", "Cl", "H", "C", "O", "C", "C", "C"], "xyz": [[-0.260770, 15.610320, 13.907490], [-4.108210, 18.252010, 13.222370], [-0.915000, 15.737660, 15.631380], [-2.992670, 19.212600, 11.270520], [-0.363220, 17.161330, 14.740350], [-4.272170, 18.224610, 10.649760], [-3.239220, 15.697230, 14.565150], [1.081530, 20.625210, 13.167190], [-4.238110, 16.602960, 12.531910], [0.248180, 19.158550, 14.326500], [-2.611970, 17.691660, 10.538190], [-3.330660, 18.178930, 11.197090], [-2.376750, 17.288550, 13.182430], [-3.637300, 17.511360, 12.576020], [-0.831080, 16.182020, 14.639610], [-2.299610, 16.397630, 14.208300]], "forces_ev_per_angstrom": [[-0.28, -0.23, 0.16], [-0.60, -0.16, -0.19], [0.51, -0.30, -0.22], [-0.02, 0.17, 0.45], [-0.09, -0.67, 0.17], [0.00, 0.05, -0.10], [1.98, 1.94, -0.40], [2.81, 5.03, -4.10], [0.20, 0.06, -0.13], [-2.71, -4.30, 3.90], [-0.05, -0.56, 0.36], [-0.89, -0.35, 0.32], [1.36, -0.31, 1.00], [0.23, 1.34, -1.10], [-1.46, 0.74, 0.51], [-1.00, -2.45, -0.63]]}



No. 3
{"formula": "C4H8ClOP", "method": "wB97M-V/def2-TZVPD", "gap_ev": 8.63, "homo_energy_ev": -8.9, "lumo_energy_ev": -0.2, "e_tot_ha": -1033.92448, "de_lowest_ev": 3.004, "elements": ["H", "P", "C", "H", "C", "H", "O", "H", "C", "H", "Cl", "C", "H", "H", "H"], "xyz": [[-1.981176, 0.131954, -0.680655], [-0.682748, 1.990173, 0.561140], [-0.262255, -0.782296, 0.248874], [0.098301, -1.952834, 2.078047], [0.475375, -1.729737, -0.613021], [-0.035128, -1.811221, -1.492789], [-1.619593, 2.829312, -0.194737], [-0.351414, 0.551548, -1.434809], [-0.799498, 0.403763, -0.418044], [0.603778, -2.765352, -0.110754], [1.559888, 2.829732, -0.630427], [-0.321540, -1.031900, 1.550264], [1.396533, -1.285899, -0.919895], [-0.897585, -0.356265, 2.102980], [2.817061, 2.979022, -0.046173]], "forces_ev_per_angstrom": [[2.80, 1.19, 0.73], [-0.91, -1.18, 0.43], [1.43, -1.43, 0.73], [-0.63, 1.45, -1.04], [0.87, -1.66, 2.28], [-1.57, -0.77, -2.51], [-0.45, 1.22, -0.28], [-0.25, -0.02, 0.80], [-2.80, -0.38, -1.35], [0.03, 1.79, -0.97], [3.03, 0.58, 0.48], [0.33, -1.33, 0.24], [1.11, 0.09, 0.05], [-0.63, 0.80, 1.40], [-2.37, -0.36, -1.01]]}



No. 4
{"formula": "C4H8ClOP", "method": "wB97M-V/def2-TZVPD", "gap_ev": 8.48, "homo_energy_ev": -9.7, "lumo_energy_ev": -1.2, "smiles": "C=C(CC)P=O.Cl", "e_tot_ha": -1033.92488, "de_lowest_ev": 2.993, "elements": ["H", "C", "H", "C", "H", "P", "C", "H", "C", "H", "H", "O", "H", "H", "Cl"], "xyz": [[0.998779, -1.818348, -1.643744], [0.067570, -0.954782, 0.029173], [-0.530089, 0.421562, -1.545990], [0.597162, -1.950980, -0.690797], [0.826808, -3.062237, -0.367996], [-0.418184, -1.475783, 1.643676], [0.091459, 0.467643, -0.575471], [-2.480489, 0.466180, 2.389938], [1.293353, 1.406255, -1.012012], [1.716332, 1.226835, -2.038778], [2.075195, 1.209217, -0.258658], [-1.168368, -0.498621, 2.477856], [-0.472119, 1.019379, 0.157629], [0.810962, 2.369990, -0.670036], [-3.408372, 1.173690, 2.105211]], "forces_ev_per_angstrom": [[0.43, 0.64, -1.61], [1.63, 1.43, -1.75], [0.37, -0.01, 1.65], [0.59, -3.10, 1.96], [-1.05, 2.32, -0.06], [-0.21, -1.25, 1.19], [-1.82, -0.26, -1.88], [2.73, -1.97, 0.83], [-0.36, -1.21, 2.24], [-0.82, 0.64, 1.06], [0.18, 0.33, -0.49], [0.90, -0.18, -0.63], [-0.41, 0.58, -0.02], [1.20, -0.49, -1.54], [-3.36, 2.53, -0.96]]}



No. 5
{"formula": "C4H8ClOP", "method": "wB97M-V/def2-TZVPD", "gap_ev": [7.54, 5.95], "multiplicity": 3, "homo_energy_ev": [-7.1, -8.8], "lumo_energy_ev": [0.5, -2.9], "e_tot_ha": -1033.72283, "de_lowest_ev": 4.660, "elements": ["Cl", "O", "C", "C", "H", "H", "H", "H", "C", "H", "H", "P", "H", "H", "C"], "xyz": [[0.520428, -3.011877, -1.555443], [-0.724598, -2.525921, -0.458517], [-0.288359, 2.109651, -0.703508], [-1.094471, -0.406733, 1.138683], [1.861714, 0.428115, 0.924983], [-0.794293, -1.125176, 1.897474], [-0.273725, 1.885892, -1.750655], [0.583858, 2.585445, -0.297793], [1.372050, -0.258299, 0.233184], [1.547730, -1.276658, 0.581576], [-1.228816, 2.434673, -0.295603], [-1.387462, -1.011033, -0.613944], [1.833299, -0.150167, -0.747406], [-1.844373, 0.294904, 1.476329], [-0.082982, 0.027183, 0.170641]], "forces_ev_per_angstrom": [[4.36, -1.82, -3.88], [-4.23, 1.58, 3.64], [0.09, -3.59, 1.82], [-0.72, 0.06, -0.08], [0.03, 0.01, 0.05], [0.01, -0.08, -0.13], [0.01, -0.02, -0.36], [0.24, 0.17, 0.07], [0.02, -0.06, 0.07], [0.07, -0.08, 0.04], [-0.20, 0.17, 0.00], [0.40, 0.25, 0.86], [0.02, -0.02, -0.01], [0.03, 0.15, 0.15], [-0.13, 3.27, -2.24]]}



No. 6
{"formula": "C4H8CuO4", "method": "wB97M-V/def2-TZVPD", "charge": -1, "gap_ev": 7.22, "homo_energy_ev": -3.5, "lumo_energy_ev": 3.7, "e_tot_ha": -2098.68440, "de_lowest_ev": 0.000, "elements": ["H", "H", "O", "Cu", "H", "O", "H", "H", "O", "H", "C", "C", "H", "O", "C", "C", "H"], "xyz": [[-2.450968, 0.440252, 1.109563], [-1.971453, 2.665446, 0.112123], [-0.127779, 2.073005, -0.665217], [1.136904, 0.528637, -0.718715], [4.577815, -1.064507, -0.783140], [-0.642105, -0.354842, 0.467498], [-0.725726, 2.196060, 1.329889], [-1.559063, -1.908327, -0.552105], [2.869980, -0.654811, -1.810257], [-1.654516, -1.991601, 1.235746], [-1.710416, 0.561739, 0.297263], [3.569790, -0.584451, -0.766558], [-2.208159, 0.350355, -0.668710], [3.118872, -0.209994, 0.346578], [-1.012489, -1.706936, 0.385296], [-1.116164, 1.966795, 0.274604], [-0.094515, -2.306814, 0.406145]], "forces_ev_per_angstrom": [[0.12, -0.03, -0.06], [0.18, -0.09, -0.04], [-0.01, -0.20, -0.06], [0.49, 0.38, -0.08], [-0.02, 0.48, -0.12], [-0.03, -0.28, 0.25], [-0.45, -0.26, -0.77], [0.11, -0.01, 0.17], [0.26, 0.51, 0.06], [0.06, 0.00, -0.13], [-0.30, -0.07, -0.05], [-1.42, -1.03, 0.58], [0.11, 0.09, 0.18], [0.49, 0.30, -0.44], [-0.07, 0.01, -0.04], [0.69, 0.03, 0.57], [-0.21, 0.17, -0.01]]}



No. 7
{"formula": "C4H8F2N2", "method": "wB97M-V/def2-TZVPD", "gap_ev": 10.33, "homo_energy_ev": -9.4, "lumo_energy_ev": 1.0, "smiles": "NC[C@@H](N)/C(F)=C\\F", "e_tot_ha": -466.41036, "de_lowest_ev": 0.651, "elements": ["F", "F", "H", "H", "C", "H", "C", "H", "H", "N", "C", "N", "H", "H", "C", "H"], "xyz": [[-1.983329, 1.892128, 0.226913], [-1.977366, -1.578395, -0.525998], [2.655232, -0.244824, 0.221551], [0.241114, -0.861209, 1.631309], [-2.251396, 0.600740, -0.007999], [2.883596, 1.310725, -0.172667], [0.916348, 0.769263, -0.268908], [0.514176, 1.296085, 0.644094], [0.683065, 1.409145, -1.129716], [0.462281, -1.371787, 0.777812], [0.066480, -0.511894, -0.312567], [2.324133, 0.502900, -0.394788], [-0.076543, -2.226059, 0.809613], [-3.325853, 0.414853, 0.101266], [-1.418297, -0.363000, -0.342711], [0.286352, -1.038667, -1.257199]], "forces_ev_per_angstrom": [[0.78, -0.03, -0.03], [-0.40, -0.28, -0.14], [-0.45, 0.24, -0.21], [0.14, -0.24, 0.12], [-1.69, -0.02, -0.01], [-0.03, 0.26, -0.09], [-1.57, 0.48, 0.15], [0.91, -0.08, -0.41], [-0.43, -0.09, 0.26], [0.19, 0.15, 0.82], [0.71, -0.08, -1.71], [0.62, -0.84, 0.66], [-0.02, -0.10, -0.15], [0.45, -0.10, -0.22], [0.55, 0.66, 0.73], [0.23, 0.06, 0.23]]}



No. 8
{"formula": "C4H8F3NaO5S", "method": "wB97M-V/def2-TZVPD", "gap_ev": 7.11, "homo_energy_ev": -7.2, "lumo_energy_ev": -0.1, "e_tot_ha": -1393.46101, "elements": ["H", "H", "C", "O", "O", "O", "H", "H", "C", "H", "F", "H", "C", "C", "O", "F", "Na", "H", "H", "F", "O", "S"], "xyz": [[-1.216315, -3.255609, -1.319347], [-2.615541, -0.551990, 0.515049], [-0.272664, 2.072850, 1.150282], [0.957769, 2.779720, 0.836307], [3.340480, 2.913255, 0.320472], [2.347211, 0.579938, 0.782014], [-2.922786, -2.247108, 1.041898], [-0.879186, 2.803780, 1.690955], [1.731438, 1.777149, -1.535880], [-0.783199, 1.778893, 0.226339], [1.232223, 2.893420, -2.014908], [-2.955275, -1.810816, -0.696516], [-0.707216, -3.182521, -0.325170], [-2.456822, -1.610346, 0.268831], [0.614618, -3.290965, -0.375485], [2.794177, 1.414221, -2.219175], [1.103506, -1.355983, 0.610403], [-1.216096, -3.897736, 0.370427], [-0.055271, 1.218342, 1.800146], [0.817670, 0.814026, -1.588470], [-1.077988, -1.846622, 0.189070], [2.219266, 2.004101, 0.272759]], "forces_ev_per_angstrom": [[0.04, 0.08, 0.18], [-0.02, -0.25, 0.04], [-0.26, -0.10, 0.10], [0.83, -0.62, -0.14], [-1.66, -1.31, 0.10], [-0.73, 4.08, -1.02], [0.02, 0.22, -0.19], [0.19, -0.17, -0.13], [0.20, -0.21, 0.67], [0.17, -0.04, 0.26], [-0.10, 0.29, -0.09], [0.12, 0.01, 0.23], [0.63, -0.85, -0.37], [-0.19, -0.13, -0.07], [-0.53, 0.48, 0.33], [0.14, 0.02, -0.03], [-0.06, -0.61, -0.33], [0.08, 0.12, -0.10], [-0.09, 0.18, -0.23], [-0.18, -0.05, -0.04], [0.00, 0.92, 0.26], [1.39, -2.04, 0.56]]}



No. 9
{"formula": "C4H8F3OP", "method": "wB97M-V/def2-TZVPD", "gap_ev": 10.09, "homo_energy_ev": -9.4, "lumo_energy_ev": 0.7, "smiles": "C=C(O)C(F)(F)F.CP", "e_tot_ha": -873.33645, "de_lowest_ev": 0.805, "elements": ["H", "F", "H", "H", "C", "F", "H", "H", "P", "H", "H", "C", "O", "H", "F", "C", "C"], "xyz": [[-1.534632, 1.911192, -0.942392], [3.859277, 1.237224, -0.051889], [-0.210363, -0.600866, -0.858907], [2.368116, -2.019376, 0.581923], [4.192212, -0.059609, 0.022347], [4.057074, -0.399961, 1.292789], [3.042379, -1.872930, -2.681629], [-2.541787, 1.799173, 0.722422], [-0.907311, -0.206755, 0.399694], [-2.978168, 0.839734, -0.581251], [4.555182, -0.796193, -2.542299], [3.756653, -1.316998, -2.073866], [2.222710, -1.592213, -0.293056], [0.205569, 0.616223, 0.700717], [5.536719, -0.179057, -0.322497], [-1.989528, 1.238230, -0.170483], [3.349639, -0.951408, -0.868207]], "forces_ev_per_angstrom": [[-0.46, -0.44, 1.02], [0.20, -0.10, -0.29], [-1.02, 0.48, 0.91], [0.39, 0.78, -0.86], [0.77, 0.00, -0.71], [0.20, -0.36, 0.68], [0.53, -0.30, 0.18], [2.06, -0.81, -1.50], [0.48, 0.62, -1.06], [1.50, 0.06, -0.11], [0.64, 0.12, -0.28], [-1.63, 0.78, -0.15], [0.74, 0.79, -0.09], [0.00, -0.11, 0.26], [-1.59, 0.37, 0.49], [-2.58, 0.23, 0.44], [-0.25, -2.09, 1.05]]}



No. 10
{"formula": "C4H8FI", "method": "wB97M-V/def2-TZVPD", "gap_ev": 8.84, "homo_energy_ev": -8.3, "lumo_energy_ev": 0.5, "e_tot_ha": -554.67222, "de_lowest_ev": 1.903, "elements": ["C", "C", "C", "C", "F", "H", "H", "H", "I", "H", "H", "H", "H", "H"], "xyz": [[-1.369075, 1.241666, 0.874160], [0.327101, 0.037043, 0.364208], [-0.228461, -1.120643, -0.401375], [1.318680, 0.962760, -0.289510], [0.565184, -0.267166, 1.676763], [1.540558, 1.755152, 0.395122], [-0.415710, -0.663810, -1.363559], [-1.936433, 0.837389, 1.793245], [-2.390423, 1.441845, -1.006155], [0.553990, -1.937356, -0.327944], [-1.073808, -1.537589, 0.092496], [2.230491, 0.460621, -0.592222], [-0.612033, 2.004303, 1.055189], [0.926979, 1.568246, -1.072643]], "forces_ev_per_angstrom": [[2.64, -2.18, -0.79], [-4.17, 1.66, 1.24], [2.35, -0.08, 0.86], [-0.17, -0.22, 1.23], [1.15, -0.24, -0.14], [0.65, 0.19, 0.94], [-0.19, -0.91, -0.55], [0.90, 0.58, -1.89], [0.02, 0.30, 1.04], [-0.61, 0.79, -0.90], [-0.93, -0.03, 0.11], [0.14, -0.13, -0.11], [-1.03, 0.55, 0.14], [-0.74, -0.30, -1.19]]}